# 1
Density functional theory data (ωB97M-V with the def2-TZVPD basis set) for a molecular structure, C43H46N5O7Zr at a distorted geometry.

Last column: Löwdin charge in e.
Atoms and positions in Å:
Zr1 -0.5506 0.0384 0.4014  1.8822
C1 1.4748 -4.2131 3.8402  -0.0505
C2 0.2402 -3.3288 3.6086  -0.3469
C3 0.5863 -1.8614 3.8757  -0.0494
C4 -0.5018 -3.7614 2.3268  -0.1242
C5 -1.2810 -4.9029 2.5269  -0.0296
C6 -2.0972 -5.4332 1.5539  -0.0398
C7 -2.1418 -4.8232 0.3124  -0.0197
C8 -1.3721 -3.7025 0.0374  -0.1401
C9 -1.4266 -3.1947 -1.3968  -0.3478
C10 -1.9927 -1.7809 -1.5560  -0.0429
C11 -0.1101 -3.3800 -2.1413  -0.0448
C12 -0.5538 -3.1798 1.0544  -0.1349
N1 0.2181 -1.9726 0.7494  -0.0260
C13 1.4690 -1.9903 1.0695  -0.0781
C14 2.4538 -0.9502 0.8731  -0.1364
C15 3.6587 -1.1482 1.5832  -0.0216
C16 4.7523 -0.3534 1.3845  -0.0470
C17 4.6786 0.6381 0.3987  -0.0360
C18 3.5301 0.8335 -0.3269  -0.0584
C19 2.3600 0.0904 -0.0862  -0.2416
N2 1.1756 0.3254 -0.7950  -0.1041
C20 1.3213 0.9936 -2.0819  -0.1571
C21 0.7471 2.2663 -2.2950  -0.0821
C22 0.8983 2.8685 -3.5400  -0.0160
C23 1.6134 2.2599 -4.5515  -0.0381
C24 2.1851 1.0232 -4.3270  -0.0202
C25 2.0475 0.3624 -3.1116  -0.1338
C26 2.7091 -1.0042 -3.0085  -0.3621
C27 4.2398 -0.9091 -3.0642  -0.0423
C28 2.2355 -1.9289 -4.1446  -0.0671
C29 0.4156 2.7992 0.1469  -0.2634
C30 -1.2336 5.1423 -0.4611  -0.0205
C31 1.7839 3.8558 1.9902  -0.0315
H1 1.8899 -4.0223 4.8326  0.0899
H2 2.2645 -4.0060 3.1090  0.0637
H3 1.2367 -5.2751 3.7692  0.0832
H4 -0.4746 -3.5849 4.3901  0.1317
H5 1.5535 -1.5631 3.4645  0.0611
H6 0.6705 -1.7287 4.9557  0.0973
H7 -0.1780 -1.1743 3.5245  0.0468
H8 -1.2684 -5.3604 3.5101  0.1263
H9 -2.7044 -6.3050 1.7625  0.1165
H10 -2.7722 -5.2326 -0.4688  0.1199
H11 -2.1468 -3.8448 -1.8912  0.1305
H12 -1.2116 -1.0091 -1.4565  0.0223
H13 -2.7985 -1.6030 -0.8528  0.0885
H14 -2.3798 -1.6178 -2.5607  0.1112
H15 0.6500 -2.6852 -1.7883  0.0526
H16 -0.2588 -3.2031 -3.2062  0.0811
H17 0.2667 -4.3974 -2.0189  0.1001
H18 1.8505 -2.9168 1.4856  0.1317
H19 3.7086 -1.9686 2.2915  0.1189
H20 5.6626 -0.5120 1.9467  0.1165
H21 5.5463 1.2521 0.1859  0.1245
H22 3.5165 1.5700 -1.1204  0.1298
H23 0.4627 3.8373 -3.7314  0.1104
H24 1.7270 2.7520 -5.5101  0.1165
H25 2.7513 0.5485 -5.1211  0.1195
H26 2.4336 -1.4614 -2.0588  0.1026
H27 4.5593 -0.5430 -4.0434  0.0844
H28 4.6812 -1.8982 -2.9206  0.0914
H29 4.6510 -0.2434 -2.3064  0.0605
H30 2.7763 -1.7124 -5.0684  0.0803
H31 1.1713 -1.8128 -4.3499  0.0753
H32 2.4292 -2.9739 -3.8940  0.0864
H33 -1.2707 2.1648 0.7634  0.0502
H34 -1.2843 6.2211 -0.6090  0.0938
H35 -0.9626 4.9691 0.5841  0.0825
H36 -2.2296 4.7276 -0.6400  0.0744
H37 2.7656 4.2790 2.2053  0.0883
H38 1.6153 3.0071 2.6483  0.0768
H39 1.0300 4.6143 2.2069  0.0878
O1 -2.6298 -1.6565 2.8870  0.1701
C32 -2.4530 -0.5822 2.3931  -0.4954
O2 -1.2347 -0.0015 2.2384  -0.2362
C33 -3.5850 0.2632 1.8779  -0.0404
C34 -4.7282 0.3963 2.6364  0.0983
C35 -5.7505 1.1887 2.1606  -0.1027
C36 -5.6664 1.8335 0.9518  0.0979
C37 -4.5208 1.6864 0.1929  -0.0295
C38 -3.4633 0.8826 0.6256  -0.2126
O3 -2.3643 0.6430 -0.1201  -0.2857
N3 -4.4894 2.4232 -1.0937  -0.3202
O4 -5.5504 2.7825 -1.5507  0.1181
O5 -3.4069 2.6249 -1.6148  0.0741
N4 -6.9768 1.3509 2.9738  -0.3456
O6 -7.8241 2.1104 2.5566  0.1041
O7 -7.0432 0.7111 4.0017  0.1016
H40 -4.8280 -0.1122 3.5856  0.1474
H41 -6.4786 2.4489 0.5956  0.1414
C39 1.1572 5.1310 -1.2490  -0.0404
C40 2.0293 4.6161 -0.3938  -0.0323
C41 1.7279 3.4407 0.5122  -0.2726
N5 -0.2982 2.2457 1.0816  0.0692
C42 -0.1078 2.9937 -1.2411  -0.1678
C43 -0.2125 4.5265 -1.4281  -0.3000
H42 1.4155 6.0094 -1.8329  0.1232
H43 3.0106 5.0635 -0.2668  0.1214
H44 2.5153 2.7026 0.3732  0.1114
H45 -1.1221 2.5903 -1.2874  0.1182
H46 -0.5847 4.7211 -2.4305  0.1311

## Properties
Energy (eV): -68393.4877
HOMO level (eV): -11.1956
Total charge: +1
2S+1: 1
LUMO level (eV): -3.61

# 2
Density functional theory data (ωB97M-V with the def2-TZVPD basis set) for 9 unconnected molecules or ions with the total composition C43H48F4N4O32S at a distorted geometry.

Last column: Löwdin charge in e.
Atoms and positions in Å:
N1 2.0540 -0.1006 6.1228  0.2212
C1 1.8180 0.5596 5.2153  -0.3245
O1 1.5147 1.2880 4.1880  0.0926
C2 1.4963 0.6099 2.9247  -0.3194
C3 2.5540 -0.4742 2.8016  -0.0489
C4 2.2738 -1.8961 3.3066  -0.0372
C5 3.1372 -2.8621 2.5458  -0.6351
F1 4.4163 -2.4894 2.4791  0.1618
F2 3.0769 -4.0901 3.0682  0.1507
F3 2.7128 -2.9842 1.2667  0.1287
O2 1.9766 1.6779 2.0570  -0.1115
S1 1.4772 1.7198 0.5606  0.7432
O3 2.0159 2.9200 -0.0023  -0.2363
O4 1.8134 0.5311 -0.1591  -0.2009
C6 -0.3815 1.8768 0.6392  -0.3097
C7 -0.6437 3.3517 0.3966  -0.0755
C8 -0.5395 3.7870 -1.0450  -0.2561
O5 -0.4388 4.9489 -1.3280  0.0809
O6 -0.7928 0.9996 -0.3989  0.0638
C9 -1.9408 1.2804 -0.9263  -0.3318
N2 -2.9420 1.5972 -1.3894  0.2595
C10 -0.8346 1.4154 2.0817  -0.2539
C11 -2.3163 1.0574 2.1049  -0.1251
O7 -2.5572 -0.1496 1.4239  -0.0516
C12 -3.8850 -0.5736 1.4791  -0.2534
C13 -4.5000 -0.9279 0.2901  -0.0059
C14 -5.7951 -1.4145 0.2792  -0.0386
C15 -6.4948 -1.5427 1.4744  -0.0642
C16 -5.8777 -1.1761 2.6633  -0.0665
C17 -4.5684 -0.6970 2.6803  -0.0181
N3 -0.5892 2.5732 2.9156  0.2060
C18 -1.0564 2.7136 4.0339  -0.2757
O8 -1.3775 2.9895 5.1090  0.2406
C19 0.0331 0.2015 2.5803  -0.3866
N4 -0.6418 -0.3770 3.7152  0.1951
F4 0.0852 -0.7646 1.6223  0.1179
H1 3.4488 -0.1041 3.2984  0.1480
H2 2.8150 -0.5252 1.7501  0.1197
H3 2.5799 -1.9855 4.3437  0.1260
H4 1.2620 -2.2514 3.1762  0.1198
H5 -1.6420 3.6031 0.7614  0.1505
H6 0.0400 3.9902 0.9443  0.1089
H7 -0.5404 3.0372 -1.8467  0.1331
H8 -2.6729 0.9988 3.1293  0.1168
H9 -2.8782 1.8636 1.6190  0.1527
H10 -3.9492 -0.8510 -0.6331  0.0902
H11 -6.2685 -1.7088 -0.6444  0.1056
H12 -7.4976 -1.9380 1.4811  0.0697
H13 -6.3936 -1.2869 3.6050  0.1015
H14 -4.0953 -0.4371 3.6153  0.1073
H15 -0.3791 -1.3380 3.8660  0.1063
H16 -0.5712 0.1627 4.5655  0.1003
O9 -6.8565 -2.2641 -3.7023  0.1790
C20 -5.7540 -1.9701 -4.0182  -0.5644
O10 -5.2413 -2.1018 -5.2670  0.0610
C21 -3.9764 -1.4382 -5.3098  -0.1170
C22 -3.5610 -1.4481 -3.8507  -0.1239
O11 -4.8208 -1.4540 -3.1779  0.0399
H17 -3.2899 -1.9734 -5.9601  0.1306
H18 -4.1227 -0.4272 -5.6939  0.1327
H19 -3.0110 -2.3507 -3.5772  0.1333
H20 -2.9843 -0.5733 -3.5602  0.1152
O12 7.0751 2.8068 4.4261  0.1688
C23 6.6680 2.7957 3.3125  -0.5874
O13 5.8545 1.8360 2.7993  0.0519
C24 5.3840 2.2846 1.5235  -0.1282
C25 6.4547 3.2735 1.1059  -0.0982
O14 6.9342 3.7356 2.3777  0.0595
H21 5.2830 1.4458 0.8388  0.1467
H22 4.4062 2.7510 1.6610  0.0595
H23 7.2762 2.7975 0.5685  0.1450
H24 6.0787 4.1063 0.5175  0.0579
O15 -8.7545 -3.2867 0.2552  0.1687
C26 -9.5418 -3.5648 1.0978  -0.5619
O16 -10.7492 -4.1307 0.8714  0.0672
C27 -11.3126 -4.5214 2.1264  -0.1143
C28 -10.6010 -3.5975 3.0973  -0.1130
O17 -9.3596 -3.3577 2.4269  0.0461
H25 -12.3908 -4.3902 2.1136  0.1318
H26 -11.0799 -5.5725 2.3035  0.1323
H27 -11.1199 -2.6465 3.2258  0.1333
H28 -10.4241 -4.0442 4.0716  0.1309
O18 0.5934 5.2646 3.0277  0.1613
C29 1.7295 5.0899 2.7182  -0.5566
O19 2.0853 4.4942 1.5651  -0.0101
C30 3.5034 4.6075 1.4047  -0.1221
C31 3.9642 4.7944 2.8394  -0.0614
O20 2.8137 5.4092 3.4507  0.0951
H29 3.9030 3.7190 0.9315  0.0631
H30 3.7140 5.4739 0.7807  0.1474
H31 4.1552 3.8452 3.3445  0.1351
H32 4.8385 5.4299 2.9370  0.1476
O21 5.4444 4.4672 -0.7914  0.1114
C32 4.5909 4.5543 -1.6203  -0.5336
O22 3.9591 3.4991 -2.1678  0.0772
C33 2.8235 3.9840 -2.9023  -0.0919
C34 3.2333 5.4147 -3.2013  -0.0856
O23 4.1033 5.7129 -2.0987  0.0852
H33 2.6640 3.3822 -3.7920  0.1386
H34 1.9423 3.9252 -2.2622  0.0991
H35 3.8018 5.5053 -4.1276  0.1354
H36 2.3984 6.1085 -3.2220  0.1368
O24 -6.9146 4.6660 -1.6440  0.1739
C35 -5.7768 4.8893 -1.8860  -0.5669
O25 -5.1660 4.6170 -3.0658  0.0582
C36 -3.8774 5.2346 -3.0626  -0.1138
C37 -3.5859 5.3641 -1.5808  -0.1290
O26 -4.8984 5.4601 -1.0225  0.0617
H37 -3.1576 4.6165 -3.5926  0.1284
H38 -3.9508 6.2048 -3.5574  0.1327
H39 -3.1003 4.4760 -1.1778  0.0924
H40 -2.9964 6.2409 -1.3285  0.1324
O27 4.6822 -7.7441 -2.6769  0.1536
C38 4.4137 -6.9096 -1.8731  -0.5694
O28 5.2044 -6.5627 -0.8346  0.0671
C39 4.6656 -5.3802 -0.2299  -0.1126
C40 3.2081 -5.4510 -0.6415  -0.1188
O29 3.2781 -6.1784 -1.8750  0.0647
H41 4.8148 -5.4013 0.8457  0.1282
H42 5.1751 -4.5094 -0.6453  0.1360
H43 2.6015 -6.0186 0.0657  0.1360
H44 2.7569 -4.4770 -0.7980  0.1205
O30 8.6633 -7.4860 -8.0416  0.1625
C41 7.7827 -7.6200 -7.2571  -0.5776
O31 6.5712 -8.1550 -7.5415  0.0555
C42 5.8663 -8.3611 -6.3108  -0.1124
C43 6.5325 -7.3596 -5.3897  -0.1202
O32 7.8467 -7.2596 -5.9542  0.0583
H45 4.8038 -8.1836 -6.4472  0.1314
H46 6.0184 -9.3909 -5.9851  0.1336
H47 6.0580 -6.3776 -5.4296  0.1324
H48 6.5786 -7.6921 -4.3579  0.1143

## Properties
Energy (eV): -138550.6881
HOMO level (eV): -9.0458
SMILES: N#CO[C@]1(CCC(F)(F)F)OS(=O)(=O)[C@@](CC=O)(OC#N)[C@](COc2ccccc2)(N=C=O)[C@@]1(N)F.O=C1OCCO1.O=C1OCCO1.O=C1OCCO1.O=C1OCCO1.O=C1OCCO1.O=C1OCCO1.O=C1OCCO1.O=C1OCCO1
2S+1: 1
LUMO level (eV): -0.29

# 3
Density functional theory data (ωB97M-V with the def2-TZVPD basis set) for a molecular structure, C43H48F4N5O6Os.

Last column: Löwdin charge in e.
Atoms and positions in Å:
Os1 0.4891 1.9469 -0.2337  1.5819
C1 0.7953 -4.5763 4.1100  -0.0547
C2 0.6657 -3.2008 4.7791  -0.5544
C3 2.0129 -2.8179 5.4115  -0.0383
C4 -0.3995 -3.2931 5.8777  -0.0656
C5 0.3075 -2.1335 3.7487  -0.1601
C6 -0.5519 -1.0665 4.0358  -0.0088
C7 -0.8066 -0.1292 3.0603  -0.1060
N1 -0.2804 -0.1536 1.8283  0.1419
C8 0.5183 -1.1717 1.5415  -0.3307
C9 0.8423 -2.1611 2.4788  0.0297
C10 0.2160 -1.0169 -0.9571  -0.3373
C11 0.4487 -2.0897 -2.0103  -0.0173
C12 0.7077 -1.8506 -3.2998  -0.2020
C13 0.9640 -0.4846 -3.6902  -0.0404
C14 0.8808 0.4973 -2.7675  -0.1683
N2 0.4824 0.3515 -1.4666  -0.1241
C15 0.7757 -3.0089 -4.3007  -0.5516
C16 0.9708 -2.5073 -5.7345  -0.0733
C17 1.9491 -3.9290 -3.9416  -0.0522
C18 -0.5347 -3.8066 -4.2494  -0.0493
H1 0.9084 -5.3483 4.8744  0.0814
H2 1.6655 -4.6306 3.4548  0.0773
H3 -0.0934 -4.8078 3.5182  0.0922
H4 2.3286 -3.5837 6.1260  0.0852
H5 1.9331 -1.8651 5.9394  0.0884
H6 2.7857 -2.7178 4.6462  0.0864
H7 -0.1811 -4.1435 6.5269  0.0813
H8 -1.3959 -3.4345 5.4527  0.0923
H9 -0.4157 -2.3987 6.5029  0.0769
H10 -1.0254 -0.9572 5.0021  0.1022
H11 -1.4641 0.7009 3.2946  0.1029
H12 1.5225 -2.9416 2.1621  0.1290
H13 0.2783 -3.0918 -1.6311  0.1283
H14 1.2913 -0.2246 -4.6850  0.0890
H15 1.1551 1.5035 -3.0492  0.0886
H16 1.9333 -2.0054 -5.8556  0.0820
H17 0.1802 -1.8101 -6.0205  0.0868
H18 0.9440 -3.3547 -6.4251  0.0797
H19 2.8955 -3.3832 -3.9867  0.0864
H20 2.0028 -4.7684 -4.6419  0.0814
H21 1.8382 -4.3320 -2.9323  0.0797
H22 -1.3895 -3.1535 -4.4405  0.0905
H23 -0.6830 -4.2705 -3.2731  0.0762
H24 -0.5260 -4.5986 -5.0059  0.0794
F1 4.8288 1.7100 -2.3554  0.1395
C19 4.5260 2.6217 -1.4099  -0.5453
F2 4.8415 3.8276 -1.8956  0.1471
F3 5.3195 2.3890 -0.3579  0.1455
C20 3.0253 2.5115 -1.0590  -0.5837
O1 2.2319 3.1427 -1.7696  -0.0062
O2 2.7457 1.7358 -0.1088  -0.0842
F4 -3.5668 0.8298 0.9736  0.1398
C21 -3.4869 2.1401 1.1177  -0.1107
C22 -2.1345 2.7296 1.0635  -0.2065
N3 -2.1288 4.0486 1.7022  0.0232
C23 -0.9327 4.4221 2.4511  -0.0371
C24 0.3525 4.5259 1.6327  -0.5962
O3 0.9653 5.5674 1.6108  0.0897
O4 0.7676 3.4159 1.0772  -0.2206
C25 -3.2571 4.7752 1.9627  -0.4935
O5 -3.2679 5.8556 2.5256  0.0631
N4 -4.4613 4.2224 1.5215  0.1726
C26 -4.7043 2.8670 1.3057  -0.4258
O6 -5.8363 2.4152 1.2642  0.0815
H25 -1.4951 2.0920 1.6744  0.0952
H26 -0.7528 3.6737 3.2349  0.1375
H27 -1.1148 5.3855 2.9061  0.1209
H28 -5.2749 4.7788 1.7327  0.1589
C27 -3.3408 3.9036 -1.5848  -0.0391
C28 -1.8276 3.7181 -1.4140  -0.5882
C29 -1.2656 3.2869 -2.7738  -0.0684
C30 -1.1829 5.0654 -1.0740  -0.0388
C31 -1.5325 2.5821 -0.3974  -0.2539
H29 -3.5451 4.6532 -2.3554  0.0856
H30 -3.8188 4.2464 -0.6656  0.0636
H31 -3.8159 2.9650 -1.8907  0.0906
H32 -1.5142 4.0378 -3.5306  0.0864
H33 -1.6829 2.3267 -3.0956  0.0789
H34 -0.1804 3.2032 -2.7332  0.0489
H35 -1.3810 5.7714 -1.8860  0.0872
H36 -0.0991 4.9679 -0.9789  0.0789
H37 -1.5740 5.5055 -0.1558  0.0799
H38 -2.0715 1.7141 -0.7852  0.0567
C32 5.3014 -1.3752 0.1937  -0.1038
C33 4.5865 -1.8865 -0.8759  -0.0831
C34 3.1978 -1.8727 -0.8879  -0.0011
C35 2.4828 -1.3267 0.1784  -0.1901
C36 3.2175 -0.7717 1.2338  -0.0484
C37 4.5990 -0.8113 1.2492  -0.0828
N5 1.0541 -1.2891 0.2449  0.0558
C38 -1.2900 -1.2386 -0.6891  -0.1458
C39 -1.7954 -2.2270 0.1517  -0.0377
C40 -3.1560 -2.5045 0.1853  -0.0796
C41 -4.0359 -1.8179 -0.6375  -0.0991
C42 -3.5354 -0.8608 -1.5101  -0.0788
C43 -2.1776 -0.5825 -1.5386  -0.0462
H39 6.3836 -1.3919 0.1951  0.0949
H40 5.1104 -2.3059 -1.7270  0.0989
H41 2.6794 -2.2706 -1.7428  0.0778
H42 2.6993 -0.2479 2.0257  0.1183
H43 5.1306 -0.3517 2.0739  0.1040
H44 -1.1309 -2.8057 0.7794  0.1078
H45 -3.5287 -3.2645 0.8631  0.0984
H46 -5.0983 -2.0252 -0.6004  0.0988
H47 -4.2046 -0.3232 -2.1724  0.1056
H48 -1.7888 0.1401 -2.2452  0.1004

## Properties
Energy (eV): -78445.4697
HOMO level (alpha / beta) (eV): -4.5879 / -4.9043
Total charge: -1
2S+1: 5
LUMO level (alpha / beta) (eV): 2.08 / 1.36
Expectation value of S²: 6.0256

Among the records above, which one has the highest 2S+1? C43H48F4N5O6Os

What is the formula in the first record? C43H46N5O7Zr

What is the 2S+1 in the second record? 1